{"formula": "C3H10S2", "method": "ωB97M-V/def2-TZVPD", "e_tot_ha": -916.64667, "de_lowest_kcal_mol": 10.84, "smiles": "CCC.SS", "lumo_energy_ev": 0.30, "gap_ha": 0.3242, "e_homo_ha": -0.313, "spin_multiplicity": 1, "charge": 0, "species": ["S", "S", "H", "H", "C", "C", "C", "H", "H", "H", "H", "H", "H", "H", "H"], "coordinates": [[-0.569, -2.312, 1.845], [0.992, -2.558, 0.492], [-0.691, -3.615, 2.122], [1.094, -1.243, 0.252], [0.821, 2.496, -1.447], [-0.452, 3.202, -0.962], [-1.244, 3.883, -2.082], [1.412, 2.188, -0.592], [0.573, 1.618, -2.051], [1.496, 3.144, -2.012], [-1.021, 2.459, -0.395], [-0.173, 3.971, -0.257], [-1.956, 4.601, -1.679], [-1.839, 3.189, -2.670], [-0.544, 4.377, -2.753]], "lowdin_charge": [0.212, 0.217, -0.210, -0.221, -0.132, -0.319, -0.123, 0.056, 0.070, 0.068, 0.098, 0.089, 0.064, 0.065, 0.067]}

=====

{"formula": "C34H34ClCoI2N7O6", "method": "ωB97M-V/def2-TZVPD", "e_tot_ha": -4589.15156, "de_lowest_kcal_mol": 42.62, "lumo_energy_ev": [-1.94, -1.93], "gap_ha": [0.2323, 0.2265], "e_homo_ha": [-0.303, -0.297], "spin_multiplicity": 2, "s_squared": 0.876, "charge": 0, "species": ["Co", "O", "C", "C", "C", "N", "C", "C", "C", "O", "O", "C", "O", "O", "H", "H", "H", "C", "C", "C", "C", "C", "C", "N", "N", "C", "C", "C", "C", "C", "N", "H", "H", "H", "H", "H", "H", "H", "H", "H", "C", "C", "C", "C", "C", "O", "C", "C", "C", "C", "C", "C", "Cl", "C", "C", "C", "N", "C", "N", "C", "N", "H", "H", "H", "H", "H", "H", "H", "H", "H", "H", "H", "H", "H", "H", "H", "H", "H", "H", "H", "H", "H", "H", "I", "I"], "coordinates": [[-0.512, 1.498, 2.132], [-1.352, 6.451, -1.156], [-1.069, 5.373, -0.407], [-0.294, 4.309, -0.867], [-0.094, 3.237, -0.028], [-0.662, 3.163, 1.172], [-1.296, 4.229, 1.673], [-1.526, 5.352, 0.912], [-1.632, 4.153, 3.161], [-2.358, 4.989, 3.658], [-1.068, 3.153, 3.763], [0.913, 2.121, -0.265], [1.454, 2.024, -1.360], [1.112, 1.417, 0.781], [-0.969, 6.366, -2.035], [0.182, 4.307, -1.840], [-2.034, 6.204, 1.343], [2.812, -2.178, 4.619], [2.888, -1.407, 3.469], [1.785, -0.709, 3.018], [0.589, -0.769, 3.736], [0.512, -1.553, 4.900], [1.617, -2.255, 5.328], [-0.504, -0.027, 3.280], [-1.617, -0.354, 3.772], [-2.696, 0.351, 3.328], [-3.974, 0.027, 3.794], [-5.058, 0.708, 3.293], [-4.850, 1.707, 2.345], [-3.556, 1.990, 1.954], [-2.502, 1.333, 2.426], [3.685, -2.714, 4.968], [3.820, -1.333, 2.929], [1.840, -0.120, 2.108], [-0.410, -1.565, 5.459], [1.550, -2.854, 6.226], [-4.065, -0.752, 4.538], [-6.061, 0.475, 3.622], [-5.675, 2.267, 1.931], [-3.359, 2.769, 1.228], [-0.422, 0.261, -3.907], [-0.589, -1.160, -4.458], [-2.080, -1.511, -4.585], [-0.029, -1.154, -5.892], [0.153, -2.241, -3.596], [-0.039, -3.523, -4.222], [1.680, -2.032, -3.513], [2.245, -1.077, -2.458], [2.755, -1.679, -1.163], [3.308, -0.802, -0.225], [3.873, -1.256, 0.954], [3.888, -2.620, 1.212], [4.662, -3.223, 2.645], [3.318, -3.509, 0.322], [2.758, -3.035, -0.858], [-0.419, -2.546, -2.175], [-0.918, -1.509, -1.285], [-0.268, -0.861, -0.307], [-1.123, -0.153, 0.415], [-2.313, -0.410, -0.190], [-2.231, -1.218, -1.216], [-1.032, 0.944, -4.502], [0.614, 0.597, -3.971], [-0.741, 0.357, -2.870], [-2.535, -0.893, -5.363], [-2.620, -1.339, -3.662], [-2.200, -2.556, -4.871], [-0.573, -0.406, -6.470], [-0.174, -2.114, -6.392], [1.027, -0.886, -5.931], [0.466, -3.538, -5.040], [2.020, -1.707, -4.496], [2.114, -3.024, -3.368], [1.533, -0.291, -2.208], [3.099, -0.555, -2.899], [3.287, 0.261, -0.430], [4.306, -0.560, 1.661], [3.323, -4.569, 0.538], [2.355, -3.766, -1.548], [0.381, -3.047, -1.636], [-1.229, -3.258, -2.316], [0.793, -0.937, -0.128], [-3.256, -0.010, 0.143], [1.271, 2.805, 3.717], [3.998, 2.365, 3.639]], "lowdin_spin": [0.978, 0.000, 0.000, 0.000, -0.002, -0.011, -0.001, 0.000, 0.002, 0.002, 0.031, 0.002, 0.001, 0.018, 0.000, 0.000, 0.000, 0.001, 0.000, 0.001, -0.001, 0.000, 0.000, -0.009, -0.010, -0.001, -0.002, 0.000, -0.001, 0.000, -0.003, 0.000, 0.000, 0.000, 0.000, 0.000, 0.000, 0.000, 0.000, 0.000, 0.000, 0.000, 0.000, 0.000, 0.000, 0.000, 0.000, 0.000, 0.000, 0.000, 0.000, 0.000, 0.000, 0.000, 0.000, 0.000, 0.001, 0.001, 0.030, 0.001, 0.001, 0.000, 0.000, 0.000, 0.000, 0.000, 0.000, 0.000, 0.000, 0.000, 0.000, 0.000, 0.000, 0.000, 0.000, 0.000, 0.000, 0.000, 0.000, 0.000, 0.000, 0.000, 0.000, -0.018, -0.008]}

=====

{"formula": "C25H32O5", "method": "ωB97M-V/def2-TZVPD", "e_tot_ha": -1347.94533, "de_lowest_kcal_mol": 31.18, "smiles": "CCOC(=O)C(C(=O)OCC)(C(C)C)[C@H](c1ccc(C)cc1)c1ccc(OC)cc1", "lumo_energy_ev": 0.52, "gap_ha": 0.3165, "e_homo_ha": -0.297, "spin_multiplicity": 1, "charge": 0, "species": ["C", "C", "O", "C", "C", "C", "C", "C", "C", "O", "O", "C", "C", "O", "H", "H", "H", "H", "H", "H", "H", "H", "H", "H", "H", "H", "H", "H", "H", "H", "H", "C", "O", "C", "C", "C", "C", "C", "C", "C", "C", "C", "C", "C", "C", "C", "C", "H", "H", "H", "H", "H", "H", "H", "H", "H", "H", "H", "H", "H", "H", "H"], "coordinates": [[-3.136, -1.249, 4.290], [-2.515, 0.094, 3.965], [-1.476, -0.247, 2.967], [-0.893, 0.832, 2.401], [0.084, 0.683, 1.270], [1.286, 1.559, 1.557], [2.159, 1.124, 2.733], [0.858, 3.030, 1.696], [0.418, -0.797, 1.134], [-0.375, -1.719, 1.293], [1.706, -1.014, 0.754], [2.052, -2.420, 0.473], [1.880, -3.304, 1.688], [-1.183, 1.925, 2.911], [-3.679, -1.228, 5.239], [-3.880, -1.544, 3.529], [-2.390, -2.040, 4.334], [-3.290, 0.751, 3.474], [-2.102, 0.587, 4.875], [1.848, 1.491, 0.630], [2.567, 0.110, 2.593], [3.023, 1.798, 2.792], [1.628, 1.186, 3.699], [0.462, 3.419, 0.756], [0.076, 3.105, 2.466], [1.708, 3.643, 2.029], [1.389, -2.740, -0.339], [3.088, -2.391, 0.122], [2.129, -4.348, 1.457], [2.550, -2.951, 2.486], [0.827, -3.255, 2.009], [4.015, 1.533, -5.566], [3.720, 2.257, -4.372], [2.698, 1.944, -3.565], [2.668, 2.569, -2.279], [1.720, 2.204, -1.351], [0.678, 1.283, -1.581], [-0.377, 1.067, -0.518], [-1.374, 0.047, -0.783], [-2.700, 0.261, -0.360], [-3.712, -0.690, -0.601], [-3.427, -1.837, -1.354], [-4.501, -2.827, -1.682], [-2.102, -2.080, -1.737], [-1.084, -1.178, -1.403], [0.684, 0.729, -2.912], [1.675, 1.008, -3.838], [4.912, 2.008, -5.973], [4.239, 0.496, -5.344], [3.209, 1.628, -6.291], [3.458, 3.289, -2.058], [1.821, 2.695, -0.372], [-0.813, 2.028, -0.086], [-2.916, 1.164, 0.183], [-4.704, -0.523, -0.193], [-4.128, -3.500, -2.458], [-4.752, -3.461, -0.825], [-5.409, -2.314, -2.001], [-1.876, -3.006, -2.283], [-0.045, -1.432, -1.640], [-0.114, 0.056, -3.219], [1.717, 0.492, -4.820]], "lowdin_charge": [-0.079, -0.184, -0.013, -0.383, -0.090, -0.377, -0.027, -0.058, -0.423, 0.091, -0.022, -0.176, -0.072, 0.044, 0.074, 0.080, 0.079, 0.137, 0.131, 0.088, 0.078, 0.084, 0.096, 0.074, 0.070, 0.091, 0.112, 0.123, 0.082, 0.084, 0.073, -0.062, -0.084, -0.276, 0.017, -0.054, -0.128, -0.033, -0.241, 0.000, -0.020, -0.282, -0.060, -0.021, -0.052, -0.017, -0.016, 0.094, 0.093, 0.089, 0.121, 0.086, 0.155, 0.113, 0.110, 0.073, 0.085, 0.079, 0.116, 0.113, 0.103, 0.115]}

=====

{"formula": "C5H6O3", "method": "ωB97M-V/def2-TZVPD", "e_tot_ha": -419.68286, "de_lowest_kcal_mol": 98.23, "lumo_energy_ev": [-1.23, -0.43], "gap_ha": [0.3176, 0.2873], "e_homo_ha": [-0.363, -0.303], "spin_multiplicity": 1, "charge": 0, "species": ["C", "C", "C", "C", "C", "O", "O", "O", "H", "H", "H", "H", "H", "H"], "coordinates": [[-0.509, 1.175, 2.379], [0.572, 0.450, 1.920], [-1.563, 0.932, 1.519], [0.117, -0.284, 0.787], [0.661, -1.033, -2.885], [-1.300, 0.034, 0.604], [0.702, -1.015, 0.028], [1.015, -0.187, -1.987], [-0.483, 2.063, 3.043], [1.502, 0.436, 2.380], [-2.606, 1.216, 1.700], [1.314, -0.859, -3.781], [-0.429, -0.871, -3.065], [1.007, -2.056, -2.641]], "lowdin_charge": [-0.059, 0.037, -0.130, -0.387, -0.273, 0.081, 0.115, -0.060, 0.126, 0.102, 0.138, 0.116, 0.093, 0.102]}

=====

{"formula": "C6H9N", "method": "ωB97M-V/def2-TZVPD", "e_tot_ha": -288.63842, "de_lowest_kcal_mol": 90.13, "lumo_energy_ev": 0.42, "gap_ha": 0.2938, "e_homo_ha": -0.278, "spin_multiplicity": 1, "charge": 0, "species": ["C", "C", "C", "C", "C", "C", "N", "H", "H", "H", "H", "H", "H", "H", "H", "H"], "coordinates": [[1.366, 0.373, -1.581], [0.546, -0.483, -0.651], [-0.545, 0.034, 0.019], [-1.624, 0.644, -0.856], [-0.729, -0.087, 1.382], [0.264, -0.806, 2.073], [1.358, -1.122, 1.443], [1.048, 0.187, -2.620], [2.410, 0.063, -1.550], [1.307, 1.462, -1.425], [-2.435, -0.081, -0.974], [-1.277, 0.926, -1.855], [-2.025, 1.533, -0.364], [-1.616, 0.291, 1.872], [0.058, -1.121, 3.104], [1.893, -1.815, 1.982]], "lowdin_charge": [-0.118, 0.053, -0.366, -0.038, -0.102, -0.266, 0.080, 0.084, 0.073, 0.078, 0.089, 0.074, 0.085, 0.096, 0.113, 0.065]}

=====

{"formula": "C18H55N8O7", "method": "ωB97M-V/def2-TZVPD", "e_tot_ha": -1683.20727, "de_lowest_kcal_mol": 76.44, "lumo_energy_ev": -2.04, "gap_ha": 0.3382, "e_homo_ha": -0.413, "spin_multiplicity": 1, "charge": 1, "species": ["O", "H", "H", "H", "C", "O", "N", "N", "H", "H", "H", "H", "C", "O", "N", "N", "H", "H", "H", "H", "C", "C", "C", "O", "C", "N", "H", "H", "H", "H", "H", "H", "H", "H", "H", "H", "H", "C", "C", "C", "O", "C", "N", "H", "H", "H", "H", "H", "H", "H", "H", "H", "H", "H", "C", "C", "C", "O", "C", "N", "H", "H", "H", "H", "H", "H", "H", "H", "H", "H", "H", "C", "C", "C", "O", "C", "N", "H", "H", "H", "H", "H", "H", "H", "H", "H", "H", "H"], "coordinates": [[0.195, 0.764, -0.435], [1.029, 1.162, -0.697], [-0.469, 1.401, -0.163], [0.389, 0.156, 0.282], [1.304, -0.636, 2.440], [0.900, -0.894, 1.348], [1.937, 0.491, 2.697], [1.124, -1.369, 3.514], [2.091, 0.655, 3.681], [2.605, 0.821, 2.015], [1.326, -0.942, 4.407], [0.415, -2.088, 3.497], [-1.110, 4.049, -1.829], [-0.687, 3.136, -1.252], [-1.550, 5.163, -1.268], [-0.972, 4.113, -3.126], [-1.937, 5.832, -1.918], [-1.568, 5.395, -0.285], [-0.793, 3.170, -3.442], [-1.628, 4.735, -3.576], [-3.954, -1.391, 2.383], [-3.228, -2.387, 1.376], [-4.017, -3.020, 0.270], [-5.053, -3.798, 0.711], [-5.844, -4.281, -0.367], [-2.306, -1.513, 0.725], [-4.131, -1.856, 3.353], [-4.847, -0.836, 2.095], [-3.423, -0.476, 2.647], [-2.764, -3.198, 1.938], [-3.395, -3.513, -0.478], [-4.517, -2.219, -0.274], [-6.142, -3.569, -1.137], [-6.667, -4.772, 0.151], [-5.263, -5.027, -0.910], [-2.865, -0.703, 0.496], [-1.772, -1.080, 1.465], [3.799, 0.770, -0.171], [3.307, 2.144, -0.573], [3.025, 2.379, -2.037], [2.019, 1.419, -2.306], [1.449, 1.493, -3.590], [2.181, 2.587, 0.263], [4.256, 0.789, 0.818], [4.508, 0.346, -0.882], [2.875, 0.200, -0.265], [4.130, 2.819, -0.337], [3.815, 2.146, -2.751], [2.856, 3.402, -2.372], [2.234, 1.076, -4.221], [1.260, 2.503, -3.955], [0.509, 0.954, -3.709], [2.641, 3.085, 1.012], [1.623, 3.313, -0.163], [4.103, -5.483, -1.975], [4.066, -4.564, -3.196], [4.522, -3.176, -2.846], [3.754, -2.688, -1.746], [2.375, -2.396, -1.900], [5.039, -5.110, -4.216], [5.123, -5.321, -1.626], [4.017, -6.561, -2.114], [3.384, -5.064, -1.272], [3.047, -4.606, -3.581], [4.446, -2.480, -3.681], [5.577, -3.272, -2.593], [2.139, -2.001, -2.888], [2.228, -1.535, -1.247], [1.708, -3.253, -1.808], [4.462, -5.786, -4.694], [5.127, -4.423, -4.952], [-0.551, 2.560, 2.605], [-1.959, 1.887, 2.332], [-3.134, 2.663, 3.033], [-3.201, 2.518, 4.441], [-4.077, 3.428, 5.031], [-2.250, 1.804, 0.907], [-0.525, 2.679, 3.689], [-0.647, 3.554, 2.166], [0.230, 1.959, 2.139], [-1.987, 0.900, 2.793], [-4.095, 2.345, 2.628], [-3.277, 3.707, 2.755], [-5.064, 3.182, 4.639], [-3.884, 4.499, 4.969], [-4.315, 3.141, 6.055], [-3.179, 1.426, 0.793], [-2.100, 2.569, 0.264]], "lowdin_charge": [0.223, 0.062, 0.067, 0.040, -0.726, 0.061, 0.177, 0.205, 0.121, 0.076, 0.119, 0.129, -0.792, 0.069, 0.195, 0.191, 0.113, 0.124, 0.108, 0.122, -0.033, -0.381, -0.270, -0.169, -0.093, 0.028, 0.074, 0.080, 0.031, 0.143, 0.132, 0.121, 0.088, 0.095, 0.086, 0.045, 0.039, -0.027, -0.417, -0.169, -0.229, -0.083, 0.056, 0.089, 0.102, 0.049, 0.136, 0.132, 0.134, 0.099, 0.080, 0.101, 0.095, 0.077, -0.052, -0.448, -0.201, -0.204, -0.091, 0.037, 0.082, 0.082, 0.072, 0.127, 0.121, 0.132, 0.083, 0.060, 0.092, 0.065, 0.057, -0.022, -0.373, -0.207, -0.175, -0.129, 0.047, 0.082, 0.072, 0.027, 0.107, 0.111, 0.118, 0.086, 0.095, 0.092, 0.078, 0.054]}

=====

Question: Look up the charge of the first one.
Answer: 0

=====

Question: Which formula does entry 2 have?
Answer: C34H34ClCoI2N7O6